Density functional theory data (ωB97M-V with the def2-TZVPD basis set) for a structure of composition C29H47IN9O4PSi2 in a non-equilibrium geometry.

For the max |F|, the calculation gives 6.1 eV/Å. For the frontier orbital gap, the calculation gives 0.2710 Ha. The HOMO energy is -8.052 eV. As for the electronic energy: -85579.83620 eV. As for the energy above the lowest of the compared OMol25 structures with the same formula, charge and spin: 317.5 kJ/mol.

ORCA input file:
```
! wB97M-V def2-TZVPD RIJCOSX def2/J DEFGRID3
* xyz 0 1
N 2.951 3.432 3.282
C 3.333 3.589 1.940
N 4.706 4.132 1.600
N 2.320 3.266 0.904
C 1.723 1.903 0.910
C 0.102 2.129 1.249
C -0.518 1.061 2.319
C -2.118 0.873 1.932
Si -3.209 2.187 2.862
O -2.966 3.814 2.193
Si -3.973 3.779 0.719
I -2.769 4.703 -1.258
P -5.906 4.840 1.099
O -6.577 5.324 -0.247
O -5.622 6.280 2.081
O -6.997 3.775 1.986
H 1.948 3.097 3.333
H 4.545 4.864 0.859
H 5.071 4.650 2.440
H 2.404 3.738 0.002
H 1.779 1.301 -0.099
H 2.222 1.174 1.722
H -0.415 2.101 0.191
H 0.032 3.201 1.767
H 0.025 0.030 2.185
H -0.368 1.426 3.430
H -2.397 -0.218 2.271
H -2.331 1.005 0.777
H -2.834 2.175 4.283
H -4.629 1.764 2.827
H -4.347 2.401 0.383
H -4.676 6.624 1.910
H -6.681 2.841 1.750
N 4.125 -1.026 0.090
C 4.530 -2.269 0.504
C 4.487 -3.114 -0.582
C 4.046 -2.354 -1.691
C 3.833 -1.068 -1.249
H 4.054 -0.207 0.679
H 4.812 -2.444 1.534
H 4.746 -4.165 -0.576
H 3.900 -2.707 -2.704
H 3.498 -0.181 -1.770
N 3.007 -5.579 -3.318
C 3.517 -6.088 -4.484
C 2.483 -6.672 -5.180
C 1.307 -6.504 -4.410
C 1.660 -5.823 -3.267
H 3.542 -5.097 -2.607
H 4.569 -5.994 -4.716
H 2.566 -7.166 -6.140
H 0.310 -6.842 -4.663
H 1.069 -5.493 -2.423
N 0.525 -8.623 -7.570
C 0.930 -9.865 -7.155
C 0.887 -10.711 -8.241
C 0.446 -9.951 -9.351
C 0.233 -8.664 -8.908
H 0.454 -7.804 -6.980
H 1.212 -10.041 -6.126
H 1.146 -11.762 -8.235
H 0.300 -10.304 -10.363
H -0.102 -7.778 -9.429
N -5.472 2.534 7.694
C -5.642 3.715 8.369
C -5.470 4.746 7.473
C -5.193 4.167 6.211
C -5.203 2.800 6.376
H -5.535 1.611 8.103
H -5.868 3.720 9.427
H -5.539 5.802 7.703
H -5.007 4.691 5.283
H -5.041 1.996 5.671
N 6.703 -6.000 -2.681
C 7.684 -6.899 -2.352
C 8.868 -6.208 -2.219
C 8.590 -4.843 -2.469
C 7.245 -4.743 -2.749
H 5.731 -6.228 -2.846
H 7.456 -7.951 -2.244
H 9.827 -6.641 -1.967
H 9.294 -4.022 -2.448
H 6.630 -3.887 -2.992
N -5.526 9.988 3.878
C -5.907 8.928 3.097
C -6.432 9.429 1.927
C -6.360 10.840 2.002
C -5.793 11.158 3.216
H -5.111 9.918 4.798
H -5.773 7.911 3.441
H -6.823 8.841 1.107
H -6.685 11.548 1.251
H -5.560 12.114 3.665
*
```

Density functional theory data (ωB97M-V with the def2-TZVPD basis set) for a structure of composition C29H47N5O2Pt in a non-equilibrium geometry.

For the max |F|, the calculation gives 5.3 eV/Å. For the frontier orbital gap (spin up / spin down), the calculation gives 0.0714 / 0.2055 Ha. The HOMO energy (spin up / spin down) is 2.407 / -1.565 eV. As for the electronic energy: -45616.41293 eV. As for the energy above the lowest of the compared OMol25 structures with the same formula, charge and spin: 0.0 kJ/mol.

ORCA input file:
```
! wB97M-V def2-TZVPD RIJCOSX def2/J DEFGRID3
* xyz -2 5
Pt -0.665 -0.955 0.006
C -2.511 -4.236 0.936
C -1.800 -2.166 0.885
N -1.393 -3.442 1.016
H -4.573 -3.767 0.563
N -3.136 -2.143 0.695
H -2.499 -5.305 0.911
C -0.233 -0.746 -1.849
C 0.534 0.330 -2.330
C 0.681 0.540 -3.696
C 0.077 -0.284 -4.641
C -0.603 -1.385 -4.150
C -0.740 -1.653 -2.795
H 1.037 1.028 -1.665
H 1.262 1.379 -4.045
H -1.049 -2.054 -4.864
H -1.233 -2.548 -2.433
C 0.095 -0.032 -6.126
H -0.309 -0.902 -6.655
H 1.097 0.158 -6.518
H -0.527 0.825 -6.406
C 0.057 -3.820 1.122
C 0.225 -5.221 1.660
C 0.751 -3.668 -0.223
H -0.179 -5.979 0.982
H 1.306 -5.395 1.742
H -0.204 -5.332 2.662
H 1.882 -3.116 1.994
H 0.449 -2.830 3.052
H 0.847 -2.602 -0.518
C 0.813 -2.853 2.020
H 0.248 -4.189 -1.039
H 1.775 -4.042 -0.098
H 0.797 -1.825 1.623
C -3.572 -3.447 0.750
C -3.591 -0.376 -0.986
H -3.828 -1.093 -1.772
H -4.154 0.554 -1.125
C -3.884 -0.873 0.421
H -4.108 1.076 1.274
C -5.373 -1.064 0.618
H -5.626 -1.358 1.642
H -2.522 -0.107 -1.109
H -2.439 0.692 0.897
H -5.805 -1.777 -0.091
H -5.850 -0.094 0.429
C -3.367 0.260 1.306
H -3.172 -0.013 2.345
C 3.493 3.556 1.593
N 3.276 2.516 0.711
H 2.237 5.321 1.938
N 1.605 3.811 0.499
H 4.362 3.667 2.207
C 3.825 1.101 0.841
C 5.296 1.190 0.504
C 3.632 0.484 2.225
H 5.843 1.803 1.221
H 5.748 0.200 0.520
H 5.430 1.608 -0.495
H 3.534 -0.867 0.053
H 3.079 0.430 -1.087
H 2.578 0.293 2.468
C 3.073 0.131 -0.046
H 4.055 1.034 3.061
H 4.124 -0.499 2.229
H 2.034 0.025 0.297
C 2.420 4.390 1.455
C -0.649 3.558 1.723
H -0.360 4.088 2.625
H -1.731 3.726 1.582
C 0.084 3.940 0.441
H -1.627 3.118 -0.558
C -0.192 5.386 0.106
H 0.336 5.663 -0.807
H -0.561 2.492 1.945
H -0.356 1.945 -0.249
H 0.111 6.060 0.907
H -1.257 5.548 -0.061
C -0.530 2.982 -0.557
H -0.156 3.128 -1.562
C 2.407 2.990 -0.164
O 0.154 1.201 3.316
N 0.374 0.247 2.559
O -0.677 -0.412 2.140
*
```

Density functional theory data (ωB97M-V with the def2-TZVPD basis set) for a structure of composition C29H48BiNP3S2 in a non-equilibrium geometry.

For the max |F|, the calculation gives 4.3 eV/Å. For the frontier orbital gap (spin up / spin down), the calculation gives 0.1484 / 0.0855 Ha. The HOMO energy (spin up / spin down) is -13.349 / -12.156 eV. As for the electronic energy: -87689.04584 eV. As for the energy above the lowest of the compared OMol25 structures with the same formula, charge and spin: 68.3 kJ/mol.

ORCA input file:
```
! wB97M-V def2-TZVPD RIJCOSX def2/J DEFGRID3
* xyz 3 1
Bi -0.187 0.271 -0.758
P -1.014 2.435 0.807
P -2.874 -0.319 -0.954
P 2.317 1.628 -0.421
H 0.251 -1.713 -7.070
C 1.243 -1.705 -6.640
C 1.672 -2.782 -5.823
H 0.914 -3.431 -5.369
C -1.326 3.905 -0.248
C -2.552 2.283 1.794
C 0.123 3.075 2.105
C -3.114 -1.844 -1.931
C -3.972 -0.621 0.480
C -3.688 0.993 -1.947
C 3.550 0.914 -1.563
C 3.259 1.592 1.156
C 2.391 3.403 -0.898
H 1.997 -1.044 -7.042
H 2.589 -3.332 -6.158
H -1.700 4.723 0.390
H -2.081 3.666 -1.011
H -0.397 4.222 -0.745
H -2.744 3.243 2.300
H -2.423 1.506 2.564
H -3.410 2.031 1.156
H -0.443 3.739 2.779
H 0.964 3.638 1.678
H 0.510 2.240 2.710
H -4.112 -2.257 -1.724
H -2.356 -2.584 -1.640
H -3.013 -1.644 -3.004
H -4.947 -0.137 0.320
H -3.521 -0.233 1.403
H -4.119 -1.706 0.588
H -4.777 0.820 -1.951
H -3.310 0.968 -2.981
H -3.484 1.990 -1.520
H 4.450 1.548 -1.562
H 3.147 0.844 -2.583
H 3.811 -0.098 -1.224
H 4.199 2.152 1.023
H 3.486 0.550 1.422
H 2.684 2.045 1.974
H 3.452 3.702 -0.934
H 1.855 4.043 -0.183
H 1.945 3.525 -1.897
C 1.157 -0.880 -4.084
C 1.219 0.477 -4.412
C 0.058 1.099 -4.891
C -1.131 0.382 -5.028
C -1.197 -0.951 -4.605
C -0.079 -1.556 -4.036
S 2.653 -1.872 -4.272
H 2.282 -2.997 -3.632
H 2.192 0.981 -4.395
H 0.118 2.145 -5.191
H -2.004 0.851 -5.495
H -2.119 -1.518 -4.754
H -0.118 -2.602 -3.716
N 0.016 -1.042 1.080
S 1.171 -1.171 2.265
C 0.654 -0.094 3.613
C -0.696 0.021 3.940
C -1.085 0.876 4.976
C -0.117 1.570 5.709
C 1.239 1.412 5.415
C 1.632 0.569 4.374
C 0.945 -2.752 3.097
C 2.072 -3.288 3.748
C 1.942 -4.443 4.522
C 0.694 -5.070 4.635
C -0.421 -4.540 3.980
C -0.301 -3.375 3.208
H -0.572 -1.879 1.062
H -1.431 -0.573 3.397
H -2.141 0.987 5.226
H -0.419 2.231 6.524
H 2.002 1.934 5.997
H 2.685 0.388 4.145
H 3.034 -2.781 3.658
H 2.811 -4.851 5.042
H 0.586 -5.976 5.239
H -1.399 -5.018 4.068
H -1.178 -2.946 2.723
*
```